Record 1
Entry from the OMol25 dataset: one molecule with the formula C25H26N2O7 (wB97M-V/def2-TZVPD).

```
60
Properties=species:S:1:pos:R:3:forces:R:3
C -6.860 1.536 -6.257 0.3 0.0 0.4
H -7.935 1.385 -6.254 -0.1 0.0 0.0
H -6.633 2.489 -6.725 0.0 0.1 -0.1
H -6.389 0.745 -6.834 0.0 -0.1 -0.1
C -6.332 1.521 -4.831 -0.4 0.0 -0.1
H -6.801 2.322 -4.244 0.1 -0.1 0.0
O -4.931 1.719 -4.890 0.1 0.0 -0.1
C -4.220 1.768 -3.739 0.2 0.0 0.2
C -4.752 1.619 -2.461 -0.2 0.0 -0.3
C -3.927 1.689 -1.353 0.3 0.0 0.0
C -2.569 1.918 -1.506 -0.3 0.0 -0.2
C -2.028 2.068 -2.778 -0.1 0.0 0.1
C -2.847 1.988 -3.882 -0.2 0.0 -0.1
H -2.447 2.100 -4.876 0.1 0.0 -0.1
H -0.971 2.241 -2.899 0.1 0.0 0.0
N -1.728 2.007 -0.362 -0.3 -0.1 -0.4
C -0.508 1.367 -0.273 0.2 -0.1 0.3
O -0.047 0.633 -1.106 0.1 0.0 -0.1
C 0.133 1.767 1.051 0.3 0.2 0.2
N 0.637 0.650 1.824 -0.1 0.2 -0.3
C 1.949 0.716 2.205 0.1 0.3 -0.1
O 2.656 1.650 1.864 0.3 0.0 0.0
C 2.461 -0.341 3.101 0.7 -0.2 0.6
C 3.776 -0.551 3.212 -0.4 0.4 -0.2
C 4.320 -1.554 4.138 -0.3 -0.3 0.5
O 3.680 -2.192 4.938 0.0 0.0 0.0
O 5.647 -1.682 4.009 0.6 0.2 -0.2
H 5.979 -2.371 4.604 -0.3 0.1 0.0
H 4.483 0.002 2.614 0.0 0.1 -0.1
H 1.787 -0.903 3.727 0.0 -0.1 0.0
C -0.221 -0.496 2.021 0.0 -0.5 -0.1
H -1.255 -0.170 1.875 0.0 0.0 0.1
H -0.128 -0.857 3.048 -0.1 0.1 -0.1
C 0.069 -1.659 1.046 -0.1 0.1 0.1
C 1.487 -2.134 1.137 -0.1 0.0 -0.3
C 2.470 -1.562 0.339 -0.1 -0.3 0.0
C 3.792 -1.954 0.443 0.3 -0.1 -0.1
C 4.152 -2.950 1.347 -0.2 -0.1 0.0
C 3.159 -3.565 2.114 0.2 0.0 -0.1
C 1.850 -3.155 2.013 0.2 0.0 -0.1
H 1.097 -3.631 2.624 -0.1 -0.1 0.1
H 3.445 -4.354 2.791 0.1 -0.1 0.1
O 5.417 -3.408 1.543 -0.3 -0.2 0.1
C 6.474 -2.781 0.855 0.1 0.1 -0.1
H 6.535 -1.718 1.105 0.0 0.0 0.0
H 7.381 -3.282 1.190 0.0 0.1 -0.1
H 6.375 -2.900 -0.228 0.0 0.0 0.0
H 4.530 -1.478 -0.183 0.1 0.0 0.0
H 2.197 -0.798 -0.373 -0.1 0.1 -0.1
H -0.618 -2.471 1.294 0.0 0.0 0.0
H -0.135 -1.329 0.028 -0.1 -0.1 0.1
C -0.939 2.590 1.768 0.0 0.0 0.0
C -2.059 2.750 0.763 0.2 0.2 0.5
O -3.061 3.397 0.891 -0.1 0.0 0.0
H -0.587 3.571 2.086 0.0 0.0 0.0
H -1.322 2.080 2.654 0.0 0.0 0.0
H 1.020 2.377 0.825 -0.3 -0.1 0.0
H -4.349 1.576 -0.367 0.0 0.0 0.1
H -5.806 1.447 -2.313 -0.1 0.0 0.0
H -6.555 0.556 -4.353 0.0 0.1 0.0
```
Forces are in eV/Å.

DFT total energy in a.u.: -1604.50181
Relative energy (zero: lowest compared OMol25 entry of this formula, charge and spin) in kcal per mole: 1.2
SMILES: CCOc1ccc(N2C(=O)C[C@@H](N(CCc3ccc(OC)cc3)C(=O)/C=C/C(=O)O)C2=O)cc1
LUMO level in eV: 0.0782
Strongest force on any atom in eV/Å: 0.9

=====

Record 2
Entry from the OMol25 dataset: an isolated ion of composition C25H26N3O and charge +1 (wB97M-V/def2-TZVPD).

```
55
Properties=species:S:1:pos:R:3:forces:R:3
C 0.807 2.571 -1.871 0.3 -0.2 -0.3
C -0.464 2.015 -1.348 -0.8 0.1 1.0
N -1.661 2.508 -1.796 0.4 -0.3 -0.2
C -1.826 3.365 -2.955 0.1 -0.1 0.0
C -2.692 1.964 -1.062 0.1 -0.1 -0.1
C -2.139 1.087 -0.088 -0.5 0.8 -0.2
C -3.038 0.594 0.874 -0.9 -0.2 0.0
C -4.413 0.878 0.757 0.5 -0.2 0.0
C -4.925 1.674 -0.278 0.5 0.4 -0.6
C -4.045 2.260 -1.200 -0.5 -0.8 0.7
C -0.702 1.138 -0.294 0.2 0.2 0.1
C 0.407 0.579 0.576 -0.6 1.9 0.2
C -0.001 0.372 2.044 0.1 -0.6 0.2
C -0.806 1.296 2.729 -0.2 0.5 0.5
C -1.134 1.141 4.087 0.6 -0.4 -0.6
C -0.648 0.035 4.799 -0.3 0.0 0.3
C -1.041 -0.221 6.253 0.2 -0.2 0.1
C 0.195 -0.849 4.131 0.2 -0.1 0.0
C 0.530 -0.678 2.779 0.0 -0.2 0.5
H 1.643 2.388 -1.180 -0.3 0.0 -0.3
H 1.030 2.090 -2.835 0.2 0.3 0.1
H 0.736 3.658 -2.031 0.0 -0.4 0.0
H -2.893 3.504 -3.122 0.3 0.1 -0.1
H -1.349 4.340 -2.805 -0.2 -0.2 0.0
H -1.384 2.882 -3.833 -0.1 0.2 0.0
H -2.694 0.032 1.740 -0.1 -0.1 -0.4
H -5.122 0.462 1.476 0.4 0.1 -0.1
H -6.002 1.847 -0.382 0.5 -0.1 0.2
H -4.394 2.878 -2.016 -0.1 0.0 0.2
H 1.155 1.423 0.682 -0.2 -1.3 -0.7
H -1.215 2.178 2.233 0.2 -0.3 -0.1
H -1.749 1.877 4.605 0.1 -0.1 -0.3
H -0.437 -1.050 6.657 -0.2 0.3 -0.1
H -0.892 0.647 6.916 0.0 -0.2 -0.4
H -2.098 -0.518 6.361 0.4 0.1 -0.3
H 0.619 -1.686 4.695 -0.1 0.3 -0.3
H 1.240 -1.373 2.331 -0.3 0.0 0.1
C 4.671 -4.260 -4.311 0.0 0.2 0.2
C 4.402 -3.410 -3.046 1.7 0.4 0.4
O 5.300 -2.808 -2.466 -1.8 -0.8 -0.8
N 3.052 -3.377 -2.618 -0.3 0.2 0.2
C 2.432 -2.503 -1.717 -0.1 -0.3 -0.5
C 1.006 -2.455 -1.644 0.7 -0.2 0.1
C 0.388 -1.507 -0.874 -1.1 0.4 0.7
N 1.066 -0.579 -0.140 1.4 -1.0 0.0
C 2.420 -0.743 -0.066 -0.4 0.1 0.1
C 3.128 -1.658 -0.832 -0.1 0.2 0.5
H 4.061 -3.932 -5.170 0.1 -0.1 0.4
H 5.725 -4.136 -4.592 -0.4 0.1 0.3
H 4.510 -5.341 -4.160 -0.2 0.5 0.2
H 2.460 -4.000 -3.163 -0.1 0.4 0.3
H 0.402 -3.213 -2.140 0.1 0.3 0.0
H -0.710 -1.491 -0.731 0.8 0.2 -0.4
H 2.893 -0.135 0.709 0.1 0.0 -0.5
H 4.197 -1.759 -0.671 -0.2 0.1 -0.3
```
Forces are in eV/Å.

DFT total energy in a.u.: -1207.57363
Relative energy (zero: lowest compared OMol25 entry of this formula, charge and spin) in kcal per mole: 0.0
SMILES: CC(=O)Nc1cc[n+]([C@H](c2ccc(C)cc2)c2c(C)n(C)c3ccccc23)cc1
LUMO level in eV: -3.7316
Net charge: +1
Strongest force on any atom in eV/Å: 2.1